No. 1
A structure of composition C4H5NO. Source: the Open Molecules 2025 dataset; level of theory: ωB97M-V/def2-TZVPD.

Structure (XYZ):
```
11
C4H5NO, DFT ωB97M-V/def2-TZVPD
C 1.71724 0.86141 0.18404
C 2.06963 -0.28928 -0.37924
C 0.28062 0.19162 0.10494
C -2.05228 -0.18484 0.01853
N 0.73774 -0.86598 -0.48321
O -0.89408 0.71074 0.24224
H 2.26000 1.55634 0.80733
H 2.94197 -0.78917 -0.49088
H -2.65471 0.00900 -0.95452
H -2.67360 0.07782 0.81356
H -1.73254 -1.27767 0.13721
```

Summary:
Highest occupied orbital energy (spin up / spin down) in Eh: -0.299 / -0.299
Calculated total energy in Eh: -285.25938
Total charge: 0
Frontier orbital gap (spin up / spin down) in eV: 8.69 / 8.69
Energy above the lowest of the compared OMol25 structures with the same formula, charge and spin in eV: 4.223

=====

No. 2
An isolated molecule of C4H4N2. Source: the Open Molecules 2025 dataset; level of theory: ωB97M-V/def2-TZVPD.

Structure (XYZ):
```
10
C4H4N2, DFT ωB97M-V/def2-TZVPD
C 0.18866 0.05457 1.03395
C 1.10125 1.23945 1.32440
C 0.52256 2.32014 -0.50346
C -0.55458 -1.09067 -0.82848
N 0.66684 2.24022 0.67573
N -0.09135 0.06166 -0.19911
H 0.10442 -0.80622 1.74987
H 0.20541 -1.25316 -1.71605
H -0.57975 -1.95686 -0.17208
H -1.56346 -0.80912 -1.36476
```

Summary:
Highest occupied orbital energy in Eh: -0.331
Calculated total energy in Eh: -264.09905
Total charge: 0
Frontier orbital gap in eV: 8.15
Energy above the lowest of the compared OMol25 structures with the same formula, charge and spin in eV: 6.187

=====

No. 3
A structure of composition C61H50HfN2O6STe. Source: the Open Molecules 2025 dataset; level of theory: ωB97M-V/def2-TZVPD.

Structure (XYZ):
```
122
C61H50HfN2O6STe, DFT ωB97M-V/def2-TZVPD
Hf -0.48813 -0.27283 -0.44404
O -1.45035 1.28380 0.43401
C -1.06431 1.93070 1.58902
C 0.49711 2.05669 1.58799
C 0.92484 2.66550 0.28794
C 1.38370 3.97444 0.22382
C 1.62386 4.54524 -1.01142
C 1.35469 3.80781 -2.14838
C 0.88726 2.50371 -2.02376
C 0.48755 1.70268 -3.22887
C -1.03310 1.34022 -3.23239
O -1.29192 0.52569 -2.17110
C -1.95358 2.56262 -3.19465
C -1.60826 3.80711 -3.70645
C -2.50812 4.86762 -3.67878
C -3.77299 4.68977 -3.14126
C -4.12801 3.44556 -2.63050
C -3.22724 2.39367 -2.65503
C -1.30097 0.58975 -4.55758
C -1.20399 1.21977 -5.79604
C -1.42238 0.51693 -6.97165
C -1.75027 -0.83207 -6.92249
C -1.85683 -1.46231 -5.69132
C -1.63312 -0.75930 -4.51373
N 0.73101 1.93454 -0.82308
C -1.57965 1.19329 2.82432
C -0.79595 0.89221 3.92784
C -1.33579 0.20107 5.00858
C -2.66237 -0.19604 4.98963
C -3.45168 0.10432 3.88383
C -2.91463 0.79637 2.81329
C -1.62475 3.36303 1.59492
C -2.11267 3.91366 0.41871
C -2.55791 5.23054 0.38465
C -2.51861 6.01281 1.52923
C -2.03439 5.46603 2.71323
C -1.59533 4.15126 2.74386
H 0.83405 2.68326 2.41624
H 0.93231 1.05808 1.72503
H 1.51988 4.53159 1.14129
H 1.98017 5.56571 -1.08791
H 1.49942 4.22833 -3.13487
H 0.78228 2.22591 -4.14067
H 0.99391 0.73435 -3.21885
H -0.62645 3.96723 -4.13243
H -2.21333 5.83351 -4.07240
H -4.47350 5.51614 -3.10857
H -5.10770 3.29569 -2.19360
H -3.48910 1.43036 -2.23378
H -0.96821 2.27726 -5.84727
H -1.34448 1.02446 -7.92653
H -1.92677 -1.38406 -7.83841
H -2.12178 -2.51135 -5.63900
H -1.72604 -1.23906 -3.54885
H 0.25497 1.14564 3.93684
H -0.70327 -0.05456 5.85034
H -3.07349 -0.76242 5.81665
H -4.48127 -0.22944 3.84386
H -3.50812 0.98723 1.92741
H -2.14144 3.29144 -0.46569
H -2.93691 5.63711 -0.54551
H -2.86859 7.03840 1.50462
H -2.00988 6.06302 3.61777
H -1.23483 3.72380 3.67321
O 1.40358 -0.78491 2.66361
C 0.60950 -1.58068 2.18310
O -0.33984 -1.21364 1.35660
C 0.63058 -3.01051 2.65643
C 0.64370 -3.13737 4.04694
C 0.60248 -4.37058 4.67415
C 0.54794 -5.51100 3.87482
C 0.57117 -5.39689 2.49923
C 0.64583 -4.15398 1.83158
S 0.85599 -4.12629 0.10268
H 0.68890 -2.22738 4.63302
H 0.60803 -4.44306 5.75517
H 0.49031 -6.49475 4.32976
H 0.55584 -6.28533 1.87911
Te -3.15763 -1.26038 -0.62364
C -3.66733 -3.05719 0.35494
C -2.72583 -4.05279 0.62147
C -3.10689 -5.23690 1.23747
C -4.43227 -5.45694 1.59400
C -5.37379 -4.46815 1.34075
C -4.99167 -3.27702 0.73528
H -1.68246 -3.89783 0.36740
H -2.35185 -5.98617 1.44481
H -4.72672 -6.38451 2.07197
H -6.40986 -4.61640 1.62731
H -5.73044 -2.50391 0.55720
C 4.87291 0.72547 3.78886
C 4.58757 -0.38818 2.81375
C 4.31003 -1.66314 3.29020
C 3.97936 -2.68398 2.41332
C 3.96200 -2.45578 1.05030
C 4.27381 -1.19149 0.56447
N 4.34979 -0.94836 -0.82765
C 3.97278 -1.89818 -1.78528
C 4.95371 -2.46430 -2.60531
C 4.62672 -3.37152 -3.59647
C 3.30084 -3.74995 -3.78126
C 2.32189 -3.17400 -2.99316
C 2.63928 -2.24229 -2.00725
C 1.50908 -1.51183 -1.37156
O 1.68412 -0.70312 -0.41864
O 0.36306 -1.53375 -1.93718
C 4.55994 -0.13670 1.43871
C 4.79087 1.24989 0.89484
H 4.92730 0.33397 4.80468
H 4.08439 1.48258 3.76864
H 5.81585 1.23358 3.56918
H 4.30274 -1.84425 4.35893
H 3.70838 -3.66406 2.78937
H 3.67117 -3.25346 0.37648
H 5.17446 -0.43017 -1.08829
H 5.98903 -2.19124 -2.43167
H 5.40971 -3.79529 -4.21466
H 3.03217 -4.47512 -4.53789
H 1.27821 -3.42037 -3.12703
H 4.22971 1.39510 -0.02890
H 5.84932 1.44939 0.68462
H 4.45795 2.01160 1.59939
```

Summary:
Highest occupied orbital energy in Eh: -0.054
Calculated total energy in Eh: -3630.07708
Total charge: -2
Frontier orbital gap in eV: 5.42
Energy above the lowest of the compared OMol25 structures with the same formula, charge and spin in eV: 0.893

=====

No. 4
A structure of composition C19H24BrO5SSr. Source: the Open Molecules 2025 dataset; level of theory: ωB97M-V/def2-TZVPD.

Structure (XYZ):
```
51
C19H24BrO5SSr, DFT ωB97M-V/def2-TZVPD
Sr -0.41004 0.84685 0.78736
C 2.04947 1.74258 -3.39700
C 2.49561 1.44047 -1.99174
C 2.77004 0.12963 -1.60373
C 3.17350 -0.17258 -0.31009
C 3.43061 -1.59139 0.11756
C 3.31121 0.87135 0.60554
C 3.04587 2.18827 0.25109
C 3.16628 3.29752 1.26130
C 2.63880 2.45579 -1.05594
H 1.29572 1.02938 -3.73351
H 2.88852 1.68459 -4.09446
H 1.62163 2.74184 -3.46714
H 2.64473 -0.67606 -2.32028
H 3.21208 -2.29233 -0.68783
H 2.80120 -1.85899 0.96815
H 4.47326 -1.72865 0.41279
H 3.59469 0.64020 1.62766
H 4.21106 3.58880 1.39479
H 2.77886 2.99248 2.23333
H 2.60392 4.17550 0.94740
H 2.39475 3.47498 -1.33422
O -2.58322 4.16092 1.39610
S -1.80062 2.98243 1.14234
O -2.57415 1.69291 1.27169
O -0.63040 2.80617 2.07698
O -1.20058 2.92989 -0.23722
Br -1.40054 -6.11378 2.79107
C -0.87277 -4.33686 2.32804
C -1.14279 -3.29670 3.19651
C -0.75061 -2.00814 2.83017
C -0.10037 -1.67753 1.62496
C 0.12705 -2.80031 0.80516
C -0.23370 -4.10833 1.12211
H -1.65216 -3.48728 4.13300
H -0.98678 -1.22478 3.55055
H 0.61157 -2.66878 -0.16326
H -0.03056 -4.93166 0.44823
C -4.08808 0.57960 -1.46250
C -4.31468 -0.84419 -0.96076
C -2.99371 -1.13757 -0.27841
O -1.99501 -0.48182 -1.09298
C -2.63649 0.52471 -1.91579
H -4.18089 1.28697 -0.63840
H -4.76028 0.86961 -2.27025
H -4.46419 -1.52714 -1.80202
H -5.15823 -0.93749 -0.27735
H -2.73575 -2.19461 -0.22553
H -2.97362 -0.71680 0.72943
H -2.54468 0.20325 -2.95842
H -2.12558 1.47707 -1.77444
```

Summary:
Highest occupied orbital energy in Eh: -0.182
Calculated total energy in Eh: -4117.66475
Total charge: -1
Frontier orbital gap in eV: 7.54
Energy above the lowest of the compared OMol25 structures with the same formula, charge and spin in eV: 0.365

=====

Strongest force on any atom across the listed records, respectively: 3.04 4.15 1.64 2.98 eV Å⁻¹.